(1)
A cluster of 2 separate species, C5H12N2OS in total at a distorted geometry, computed with ωB97M-V/def2-TZVPD.

Summary:
- HOMO-LUMO gap (spin up / spin down) (eV) = 6.2 / 6.2
- E_HOMO (spin up / spin down) (eV) = -8.092 / -8.093
- lowest unoccupied orbital energy (spin up / spin down) (eV) = -1.933 / -1.934

XYZ file:
```
21
Properties=species:S:1:pos:R:3:forces:R:3:nbo_charge:R:1
C -1.71830 0.30380 0.07807 -0.0303 2.6528 -1.1461 0.610
C -3.22595 0.60241 0.00283 0.6253 -1.1319 -0.1691 -0.702
C 2.53487 0.81332 -0.46263 0.4820 0.9221 1.4500 -0.631
C 1.57906 -0.42365 1.62075 -1.4937 -1.5309 -2.2787 -0.600
C 2.14618 -0.56794 0.16700 1.4844 2.7308 1.1945 -0.440
N -2.13591 -1.90842 0.47079 -0.3557 1.1192 0.4673 -0.515
N -1.31880 -0.91023 0.51907 2.3937 -0.0522 -0.5882 -0.216
O -0.91947 1.19731 -0.18082 -0.5498 -0.7548 0.2321 -0.560
S 1.01011 -1.53675 -0.68644 -2.3222 -0.5126 -0.5083 0.102
H -3.79918 -0.30034 -0.18251 -0.2201 -0.0244 0.2417 0.200
H -3.44835 1.28192 -0.78595 0.2604 0.5901 -0.6611 0.243
H -3.54257 1.06799 0.90822 -0.2423 0.1474 0.8297 0.243
H 3.14520 0.81267 -1.42195 -1.4234 -0.3479 0.8665 0.217
H 1.52236 1.31732 -0.46346 1.5043 0.2589 -0.6098 0.245
H 3.29930 1.36224 0.27682 -1.9076 -1.0444 -1.2520 0.194
H 0.58497 -0.01180 1.47789 -0.0720 0.0675 0.3126 0.224
H 2.07096 0.18198 2.31012 1.4657 0.7268 1.0032 0.208
H 1.45155 -1.48930 1.86925 0.0356 0.5927 0.8701 0.210
H 3.09654 -1.03353 0.30673 0.6020 -1.3250 -0.1457 0.230
H -1.75532 -2.61967 0.97504 0.5676 -2.7628 1.5316 0.379
H -2.70076 -2.12100 -0.29510 -0.8039 -0.3214 -1.6402 0.359
```
Forces are in eV/Å.


(2)
A structure of composition C25H31AsF6MnN2OSSi, computed with ωB97M-V/def2-TZVPD.

Summary:
- HOMO-LUMO gap (spin up / spin down) (eV) = 7.2 / 7.8
- E_HOMO (spin up / spin down) (eV) = -4.847 / -5.423
- net charge = -1
- lowest unoccupied orbital energy (spin up / spin down) (eV) = 2.334 / 2.371
- expectation value of S² = 6.268
- multiplicity = 5

XYZ file:
```
69
Properties=species:S:1:pos:R:3:forces:R:3:nbo_charge:R:1
Mn -0.36087 -0.07232 -0.86226 -0.2502 -0.7256 -0.1457 1.235
C 0.81251 -2.83476 4.26754 -0.0145 -0.0340 0.0048 -0.618
C 1.82638 -1.80141 3.80218 -0.0361 0.1312 -0.0225 -0.214
N 1.23136 -0.48098 3.60646 0.1513 -0.2271 0.2279 -0.406
C 1.28477 0.40825 4.76946 -0.0872 -0.0663 -0.0742 -0.207
C 2.50403 1.31505 4.75307 0.0538 0.0299 -0.0251 -0.620
C 0.70026 -0.08243 2.43350 0.1151 0.7838 0.1617 0.348
S 0.63864 -1.18793 1.14123 0.0008 -0.3338 0.2400 -0.308
N 0.30304 1.22287 2.47426 -0.0074 -0.6477 0.1266 -0.671
C -0.25269 1.85320 1.46650 -0.0140 0.5880 -0.3911 0.666
O -0.45479 1.45106 0.28451 -0.0027 0.6975 0.5344 -0.795
C -0.67304 3.28170 1.72602 0.1344 -0.4858 -0.0632 -0.060
C -0.48499 3.87475 2.96802 -0.0020 0.1228 0.1441 -0.198
C -0.87995 5.18814 3.17618 0.0211 -0.0954 -0.0430 -0.233
C -1.46582 5.90541 2.13924 -0.0055 0.0639 0.0294 -0.208
C -1.65307 5.31316 0.89915 0.0423 -0.1127 -0.0229 -0.202
C -1.25304 3.99921 0.68879 -0.1206 0.2265 0.0198 -0.182
H 1.29866 -3.80101 4.41790 -0.0143 0.0185 0.0011 0.207
H 0.03137 -2.95459 3.51766 0.0051 0.0007 0.0019 0.233
H 0.35119 -2.53422 5.21117 0.0007 0.0004 -0.0208 0.197
H 2.29553 -2.11776 2.87340 -0.0219 -0.0055 -0.0279 0.233
H 2.61445 -1.68009 4.54892 0.0235 -0.0122 -0.0108 0.187
H 1.29809 -0.23463 5.65209 -0.0030 -0.0018 0.0075 0.187
H 0.37314 0.99814 4.79875 -0.0077 0.0169 0.0062 0.229
H 3.42465 0.73170 4.67450 -0.0194 0.0112 0.0103 0.200
H 2.55342 1.90703 5.66955 -0.0023 -0.0060 -0.0136 0.205
H 2.45052 1.99243 3.90075 -0.0033 -0.0180 0.0146 0.230
H -0.02729 3.29602 3.76012 -0.0158 0.0193 -0.0203 0.222
H -0.73330 5.65097 4.14435 -0.0009 0.0043 -0.0042 0.203
H -1.77623 6.93107 2.30111 -0.0011 -0.0117 0.0008 0.203
H -2.11151 5.86380 0.08812 0.0035 0.0057 0.0042 0.219
H -1.39880 3.52967 -0.27185 -0.0154 -0.0267 -0.0826 0.260
C 1.27590 -0.80572 -4.07370 -0.1265 -0.1335 -0.1768 -1.131
Si 1.51965 0.00513 -2.40989 0.0122 0.0135 -0.3089 1.209
C 1.79430 1.82585 -2.74210 -0.0077 0.2532 0.0671 -1.131
C 3.12867 -0.63120 -1.67879 0.1289 -0.1226 0.2026 -1.123
H 2.18313 -0.67041 -4.67383 -0.0532 -0.0076 -0.0177 0.218
H 0.43895 -0.33299 -4.59548 0.0424 -0.0225 0.0173 0.255
H 1.06652 -1.87443 -3.99636 0.0207 0.0246 -0.0125 0.238
H 2.70169 1.93687 -3.34762 -0.0400 0.0454 0.0067 0.219
H 1.92525 2.39723 -1.81929 0.0176 -0.0031 -0.0291 0.232
H 0.95256 2.26166 -3.28322 0.0190 -0.0041 -0.0042 0.264
H 3.91183 -0.51050 -2.43535 0.0257 -0.0082 0.0519 0.222
H 3.09424 -1.68234 -1.38524 0.0440 0.0384 -0.0329 0.227
H 3.40619 -0.05457 -0.79282 0.0092 -0.0086 -0.0316 0.234
F -1.56060 1.35372 -2.24591 0.1119 -0.0833 0.0541 -0.673
As -2.47751 2.44222 -3.30554 -0.1841 0.0539 0.1838 2.846
F -3.42195 2.90328 -1.92204 0.0132 0.0205 0.0222 -0.630
F -1.34013 3.69356 -2.92625 0.0795 0.0729 0.0344 -0.629
F -3.37283 3.50187 -4.32079 -0.0851 0.1537 -0.1328 -0.622
F -1.48255 1.93879 -4.62280 0.1103 -0.0727 -0.1150 -0.625
F -3.58031 1.14909 -3.61623 -0.0324 -0.1076 -0.0302 -0.624
C -0.00464 -5.73848 -2.41017 0.0998 0.0493 0.0309 -0.231
C 0.95366 -4.76513 -2.04135 -0.0727 -0.0930 -0.0444 -0.225
C 0.55807 -3.48652 -1.77346 -0.0603 0.0398 -0.0085 -0.191
C -0.80342 -3.09482 -1.85420 0.1321 -0.0708 0.0841 0.002
C -1.21426 -1.76244 -1.56408 0.1186 0.1653 -0.2468 -0.370
C -2.55617 -1.47488 -1.59343 -0.1841 -0.1947 -0.0817 -0.265
C -3.52430 -2.45562 -1.93747 0.0670 0.1183 0.0355 -0.197
C -3.13353 -3.72255 -2.24626 0.0705 -0.0636 -0.0083 -0.197
C -1.75905 -4.08009 -2.20043 -0.0927 -0.0612 -0.0236 -0.093
C -1.32485 -5.40116 -2.48388 -0.0574 0.0636 0.0127 -0.183
H 0.31124 -6.75178 -2.62684 0.0072 0.0017 -0.0013 0.201
H 2.00023 -5.03607 -1.97226 -0.0059 -0.0096 0.0020 0.203
H 1.28400 -2.73845 -1.48235 -0.0223 0.0028 0.0039 0.211
H -2.91804 -0.47374 -1.37342 -0.0272 0.0280 -0.0981 0.214
H -4.57028 -2.17709 -1.98160 0.0015 -0.0038 0.0241 0.209
H -3.86106 -4.47524 -2.53071 0.0092 0.0029 0.0051 0.198
H -2.06721 -6.14454 -2.75524 0.0051 0.0123 -0.0013 0.198
```
Forces are in eV/Å.


(3)
A cluster of 5 separate species, CH14NO4 in total at a distorted geometry, computed with ωB97M-V/def2-TZVPD.

Summary:
- HOMO-LUMO gap (eV) = 11.9
- E_HOMO (eV) = -15.015
- net charge = +1
- lowest unoccupied orbital energy (eV) = -3.081

XYZ file:
```
20
Properties=species:S:1:pos:R:3:forces:R:3:nbo_charge:R:1
C 1.16050 -0.91478 -2.08933 -0.1606 -1.4602 1.0940 -0.426
N 0.97899 -0.03718 -0.90034 3.1939 -0.6386 -0.3535 -0.741
H 0.19781 -1.26800 -2.51762 0.5475 -0.1349 0.9811 0.234
H 1.63195 -0.50190 -2.91955 1.1520 1.3429 -1.0328 0.225
H 1.85357 -1.69961 -1.66057 -1.2576 0.3045 -1.0112 0.227
H 0.36414 -0.58462 -0.27405 -0.6522 0.7742 0.7195 0.474
H 0.85117 0.93819 -0.96859 -1.8653 1.2896 -0.9694 0.414
H 1.92874 0.14542 -0.38270 -1.4403 -1.5084 -0.3253 0.463
H -0.96334 -1.38089 1.43271 0.2548 0.1826 -1.5424 0.506
H -1.74578 -0.63686 0.36189 -0.2519 -0.0299 -0.3170 0.516
O -0.95685 -1.19587 0.45048 -0.3921 -0.3727 1.9346 -0.966
H 1.95580 1.07303 1.56227 1.2429 -1.6907 -0.2818 0.522
H 3.23162 0.04112 1.45065 1.6037 0.1820 1.0634 0.509
O 2.37544 0.25284 1.15191 -2.3050 1.6948 0.0322 -0.968
H -0.84461 2.25563 2.05613 0.4493 -2.2029 -0.0301 0.481
H -0.20001 1.59855 3.20373 -0.1428 -0.9151 -0.5906 0.481
O -0.48907 1.32950 2.29830 -0.1666 3.1797 0.5955 -0.958
H -3.36339 0.64867 -1.20532 0.1798 -0.1790 1.3806 0.471
H -4.38093 -0.26601 -0.70724 0.7415 0.1420 1.1431 0.489
O -3.58576 0.20276 -0.34277 -0.7311 0.0402 -2.4899 -0.952
```
Forces are in eV/Å.


(4)
A cluster of 2 separate species, C3H3NO2 in total at a distorted geometry, computed with ωB97M-V/def2-TZVPD.

Summary:
- HOMO-LUMO gap (eV) = 9.3
- E_HOMO (eV) = -8.600
- lowest unoccupied orbital energy (eV) = 0.684

XYZ file:
```
9
Properties=species:S:1:pos:R:3:forces:R:3:nbo_charge:R:1
O 0.09201 -0.53999 1.77006 0.2190 -0.1977 -0.1361 -0.667
C -0.84606 -0.33442 0.78598 -0.2488 0.1656 -0.2820 -0.064
C 1.11238 1.54789 -0.76409 1.0643 0.1895 1.0711 0.490
O 1.86519 1.56174 0.08779 -0.9287 -0.0116 -1.0662 -0.501
C -0.70433 -0.59758 -0.49338 0.1362 -0.0011 -0.2375 0.271
N -0.55949 -0.85596 -1.69371 -0.1297 0.0669 0.5898 -0.592
H 0.89275 -0.90244 1.36908 -0.0788 0.0313 0.1543 0.479
H -1.74615 0.14682 1.14368 0.0183 -0.1319 -0.0365 0.217
H -0.14237 -0.05710 -2.18492 -0.0518 -0.1110 -0.0568 0.366
```
Forces are in eV/Å.


(5)
A structure of composition C13H23F2GeN3SV at a distorted geometry, computed with ωB97M-V/def2-TZVPD.

Summary:
- HOMO-LUMO gap (spin up / spin down) (eV) = 6.4 / 8.1
- E_HOMO (spin up / spin down) (eV) = -10.163 / -11.904
- net charge = +1
- lowest unoccupied orbital energy (spin up / spin down) (eV) = -3.775 / -3.803
- expectation value of S² = 2.035
- multiplicity = 3

XYZ file:
```
44
Properties=species:S:1:pos:R:3:forces:R:3:nbo_charge:R:1
V 0.18392 0.75210 0.36924 1.3696 0.1529 -0.7403 0.822
C -2.54062 1.22830 5.74344 -0.0392 -0.0257 0.0953 -0.668
C -2.09637 1.04171 4.33990 0.1091 -0.1239 -0.5967 0.322
C -2.88862 0.66318 3.27100 0.2350 0.2204 0.4234 -0.321
C -2.32539 0.52158 1.99760 0.4199 0.0731 0.0289 0.354
N -0.99624 0.67807 1.82135 -3.6646 -0.6035 2.6583 -0.549
C -0.23620 1.04394 2.86451 1.1891 0.2121 0.4323 0.302
S 1.37907 1.22038 2.46185 0.2360 0.0599 0.2852 -0.025
N -0.76620 1.24518 4.08737 -0.9208 -0.1489 -0.0126 -0.509
C -3.12595 0.23289 0.77566 0.0260 0.0095 0.0333 -0.672
H -3.61609 1.11625 5.82891 -0.0481 0.0470 0.0010 0.254
H -2.24657 2.20982 6.11860 -0.0646 0.0458 -0.0443 0.251
H -2.06674 0.48414 6.38626 0.0006 -0.0524 -0.0075 0.254
H -3.94643 0.50589 3.41199 -0.0176 0.0022 0.0474 0.251
H -0.16463 1.56793 4.83619 0.1211 -0.0719 -0.1504 0.446
H -4.08678 -0.21475 1.01860 0.0332 -0.0496 -0.0271 0.249
H -2.56422 -0.42599 0.10443 -0.1054 -0.0112 0.0519 0.231
H -3.31049 1.16624 0.23456 0.0548 0.0039 0.0494 0.277
F -1.02320 3.19386 1.05709 -0.5325 0.8724 0.5684 -0.380
C -0.31187 2.65525 0.02279 0.8795 0.6324 0.3324 0.267
F -1.23810 2.40411 -0.96792 -0.7883 -0.1515 -0.8221 -0.375
H 0.37401 3.44158 -0.33526 -0.2647 -0.2261 -0.0027 0.127
C 3.26502 0.91322 -0.83520 0.1407 -0.1302 -0.7383 -0.707
C 1.83426 0.67944 -0.61243 1.7253 0.2985 0.8744 0.213
N 0.86166 0.34229 -1.30346 -0.3444 -1.0508 -1.6804 -0.447
H 3.48872 1.95458 -0.59983 0.0271 -0.0024 0.0016 0.259
H 3.53865 0.70082 -1.87375 0.2096 0.0841 0.1167 0.226
H 3.86492 0.29760 -0.16473 -0.0550 -0.0121 0.0290 0.258
C 1.11317 -2.93645 -1.34650 0.0461 0.2441 -0.5492 -1.074
Ge 1.28366 -1.93191 -3.06151 -0.1260 0.4079 0.1401 1.549
C 0.17759 -2.60914 -4.56575 0.3150 0.1610 0.5174 -1.064
C 3.19284 -1.78448 -3.58563 -0.5949 -0.0582 0.1200 -1.075
C 0.57959 -0.03893 -2.63297 0.2599 -0.6484 -1.3843 -0.634
H 1.02864 -4.00138 -1.54845 -0.0686 -0.0772 0.0118 0.247
H 0.24782 -2.61637 -0.76332 -0.0470 -0.0354 -0.1013 0.218
H 2.00482 -2.78785 -0.74118 0.0786 0.0653 0.0203 0.234
H 0.49276 -3.61226 -4.83328 0.0954 -0.1547 -0.0128 0.243
H 0.29565 -1.97786 -5.44251 0.0655 0.1149 -0.0283 0.241
H -0.87867 -2.64930 -4.31383 -0.0727 0.0469 0.1174 0.236
H 3.48616 -2.70430 -4.08009 0.0632 -0.1760 -0.0776 0.245
H 3.84980 -1.64139 -2.73206 -0.0196 0.0332 0.1225 0.232
H 3.34315 -0.97015 -4.28935 -0.0303 0.1020 -0.0585 0.237
H -0.50283 -0.02665 -2.79584 0.1830 0.0386 0.0073 0.224
H 1.04632 0.66880 -3.32652 -0.0791 -0.1183 -0.0514 0.231
```
Forces are in eV/Å.


Energy above the lowest of the compared OMol25 structures with the same formula, charge and spin per entry: 299.6, 33.5, 168.6, 275.3, 30.2 kJ/mol